Version one
2 unconnected molecules or ions with the total composition C3H11N3, computed with wB97M-V/def2-TZVPD.

Expectation value of S²: 0.7504
Spin multiplicity: 2
Lowest unoccupied orbital energy (alpha / beta) in Ha: 0.1145 / 0.1119
M in u: 89.1
Total charge: -1
HOMO level (alpha / beta) in eV: 1.42 / -5.23

Last column: natural (NBO) charge in e.
Atoms and positions in Å:
C (-2.832, 2.667, 1.293)  -0.437
N (-2.762, 1.776, 0.154)  -0.641
C (-3.288, 0.451, 0.398)  -0.468
H (-3.844, 3.048, 1.365)  0.178
H (-2.633, 2.175, 2.260)  0.157
H (-2.090, 3.447, 1.194)  0.197
H (-1.812, 1.701, -0.209)  0.354
H (-3.015, 0.023, 1.374)  0.161
H (-3.028, -0.231, -0.416)  0.202
H (-4.390, 0.431, 0.371)  0.172
N (4.074, -3.176, -1.445)  -0.923
C (4.378, -1.883, -1.170)  -0.211
N (3.892, -1.255, -0.187)  -0.801
H (4.649, -3.689, -2.097)  0.291
H (3.424, -3.667, -0.855)  0.373
H (5.137, -1.545, -1.877)  0.080
H (4.141, -0.273, -0.152)  0.316

***

Version two
2 unconnected molecules or ions with the total composition C3H11N3, computed with wB97M-V/def2-TZVPD.

Expectation value of S²: 0.7507
Spin multiplicity: 2
Lowest unoccupied orbital energy (alpha / beta) in Ha: 0.1490 / 0.1467
M in u: 89.1
Total charge: -1
HOMO level (alpha / beta) in eV: 1.10 / -5.36

Last column: natural (NBO) charge in e.
Atoms and positions in Å:
C (1.275, -1.369, 0.878)  -0.768
C (1.195, -0.444, 2.185)  -0.366
N (1.734, 0.861, 1.847)  -0.846
H (2.209, -1.837, 0.721)  0.183
H (0.628, -2.212, 1.024)  0.174
H (0.811, -0.940, 0.041)  0.198
H (0.090, -0.441, 2.335)  0.143
H (1.649, -0.904, 3.085)  0.166
H (1.013, 1.553, 1.750)  0.336
H (2.010, 1.192, 2.804)  0.321
N (-2.397, 0.120, -1.604)  -0.991
C (-1.678, 0.637, -2.681)  0.123
N (-1.770, 1.509, -3.579)  -0.794
H (-1.887, -0.533, -1.074)  0.312
H (-3.371, 0.343, -1.424)  0.371
H (-0.615, 0.478, -2.380)  0.098
H (-0.894, 1.986, -3.930)  0.339

***

The energy of each structure relative to the most stable one, in hartree, is as follows: version one 0.0000; version two 0.0340.

***

Version one
A gas-phase ion, C5H14N2O (charge +2), computed with wB97M-V/def2-TZVPD.

Lowest unoccupied orbital energy in Ha: -0.2583
M in u: 118.2
Total charge: +2
HOMO level in eV: -18.28

Last column: natural (NBO) charge in e.
Atoms and positions in Å:
C (1.188, -1.508, 1.793)  -0.285
C (0.079, -1.339, 1.102)  0.094
N (-0.526, -2.602, 0.536)  -0.710
C (-0.609, -0.045, 0.864)  -0.481
C (-0.435, 0.451, -0.596)  -0.044
N (-1.345, 1.645, -0.849)  -0.661
C (0.979, 0.913, -1.013)  -0.100
O (0.927, 2.250, -1.491)  -0.739
H (1.701, -0.722, 2.331)  0.263
H (1.755, -2.428, 1.775)  0.238
H (-1.540, -2.695, 0.464)  0.463
H (-0.198, -3.394, 1.111)  0.468
H (-0.074, -2.936, -0.330)  0.456
H (-1.697, -0.082, 0.988)  0.234
H (-0.413, 0.669, 1.665)  0.280
H (-0.811, -0.378, -1.190)  0.213
H (-0.986, 2.366, -0.215)  0.458
H (-1.285, 1.991, -1.785)  0.472
H (-2.326, 1.483, -0.615)  0.445
H (1.691, 0.953, -0.186)  0.204
H (1.398, 0.245, -1.758)  0.212
H (1.703, 2.742, -1.208)  0.518

***

Version two
2 unconnected molecules or ions with the total composition C5H14N2O, computed with wB97M-V/def2-TZVPD.

Lowest unoccupied orbital energy in Ha: -0.3108
M in u: 118.2
Total charge: +2
HOMO level in eV: -17.45

Last column: natural (NBO) charge in e.
Atoms and positions in Å:
C (-1.919, -0.839, 0.038)  -0.277
C (-0.453, -0.943, -0.572)  -0.480
C (0.642, -0.484, 0.335)  0.029
C (0.998, 0.801, 0.270)  -0.279
C (2.751, -1.633, 1.051)  0.136
N (1.428, -1.513, 0.985)  -0.438
N (-2.784, -0.350, -1.061)  -0.679
H (-1.820, -0.165, 1.050)  0.280
H (-2.284, -1.841, 0.507)  0.265
H (-0.176, -1.859, -1.107)  0.262
H (-0.446, -0.289, -1.501)  0.243
H (0.382, 1.757, -0.126)  0.296
H (1.951, 1.187, 0.689)  0.237
H (3.495, -0.892, 0.590)  0.280
H (3.010, -2.608, 1.607)  0.265
H (0.852, -2.373, 1.282)  0.457
H (-2.428, -0.787, -2.017)  0.472
H (-2.848, 0.633, -0.958)  0.460
H (-3.671, -0.784, -1.019)  0.457
H (-0.648, 3.800, -0.798)  0.465
H (0.474, 4.788, -0.454)  0.508
O (0.191, 3.883, -0.494)  -0.959

***

The energy of each structure relative to the most stable one, in hartree, is as follows: version one 0.0000; version two 0.0738.

***

Version one
A gas-phase ion, C8H10N3O2 (charge +1), computed with wB97M-V/def2-TZVPD.

Lowest unoccupied orbital energy in Ha: -0.1708
M in u: 180.2
Total charge: +1
HOMO level in eV: -14.17

Last column: natural (NBO) charge in e.
Atoms and positions in Å:
C (0.534, -0.666, 2.359)  -0.714
C (-0.839, -0.283, 2.022)  0.687
O (-1.717, -0.253, 2.777)  -0.510
N (-1.004, 0.199, 0.699)  -0.306
C (-2.202, 0.524, -0.070)  0.767
N (-3.271, 0.699, 0.686)  -0.808
O (-2.057, 0.714, -1.267)  -0.608
N (0.296, 0.087, -0.412)  -0.113
C (1.100, 1.141, -0.631)  0.089
C (2.123, 1.113, -1.545)  -0.236
C (2.278, -0.048, -2.240)  -0.087
C (1.328, -1.113, -2.050)  -0.216
C (0.319, -1.040, -1.118)  0.082
H (0.560, -1.142, 3.390)  0.280
H (0.982, -1.320, 1.492)  0.226
H (1.140, 0.171, 2.348)  0.244
H (-3.240, 0.283, 1.631)  0.436
H (-4.278, 0.797, 0.295)  0.449
H (1.058, 2.033, -0.012)  0.262
H (2.673, 2.091, -1.827)  0.283
H (2.994, -0.126, -3.173)  0.274
H (1.621, -2.079, -2.437)  0.260
H (-0.395, -1.780, -0.918)  0.258

***

Version two
A gas-phase ion, C8H10N3O2 (charge +1), computed with wB97M-V/def2-TZVPD.

Lowest unoccupied orbital energy in Ha: -0.1508
M in u: 180.2
Total charge: +1
HOMO level in eV: -13.60

Last column: natural (NBO) charge in e.
Atoms and positions in Å:
N (1.695, -2.181, -0.971)  -0.808
C (0.691, -1.689, -0.288)  0.755
O (-0.083, -2.110, 0.497)  -0.536
C (0.491, 0.137, -0.692)  -0.257
C (0.290, 0.229, -2.185)  0.644
N (1.455, 0.381, -2.866)  -0.825
O (-0.779, 0.086, -2.724)  -0.578
N (-0.593, 0.492, 0.152)  -0.274
C (-0.350, 1.134, 1.310)  0.087
C (-1.348, 1.366, 2.225)  -0.222
C (-2.642, 0.935, 1.949)  -0.088
C (-2.877, 0.282, 0.749)  -0.209
C (-1.830, 0.050, -0.122)  0.112
H (2.155, -1.663, -1.702)  0.425
H (1.925, -3.163, -0.882)  0.431
H (1.422, 0.587, -0.354)  0.233
H (2.284, 0.762, -2.443)  0.403
H (1.372, 0.497, -3.866)  0.428
H (0.665, 1.453, 1.495)  0.234
H (-1.117, 1.869, 3.150)  0.257
H (-3.438, 1.104, 2.657)  0.251
H (-3.861, -0.070, 0.489)  0.257
H (-1.980, -0.453, -1.065)  0.280

***

The energy of each structure relative to the most stable one, in hartree, is as follows: version one 0.1031; version two 0.0000.

***

Version one
A single C2H3NS molecule, computed with wB97M-V/def2-TZVPD.

Lowest unoccupied orbital energy (alpha / beta) in Ha: -0.0076 / -0.0076
M in u: 73.1
HOMO level (alpha / beta) in eV: -9.23 / -9.23

Last column: natural (NBO) charge in e.
Atoms and positions in Å:
C (-0.535, -0.990, 0.004)  -0.005
N (0.692, -0.671, -0.002)  -0.485
C (0.612, 0.741, 0.007)  -0.099
S (-1.622, 0.439, 0.000)  -0.060
H (-0.791, -1.974, 0.037)  0.187
H (0.821, 1.357, 0.976)  0.240
H (0.823, 1.098, -1.022)  0.222

***

Version two
A single C2H3NS molecule, computed with wB97M-V/def2-TZVPD.

Lowest unoccupied orbital energy (alpha / beta) in Ha: 0.0080 / -0.0097
M in u: 73.1
HOMO level (alpha / beta) in eV: -8.47 / -6.93

Last column: natural (NBO) charge in e.
Atoms and positions in Å:
C (0.664, -0.509, -0.806)  0.067
C (-0.560, 0.495, 0.715)  -0.272
N (-0.254, -0.734, 0.059)  -0.601
S (1.799, 0.233, -1.586)  0.075
H (0.236, 0.903, 1.317)  0.169
H (-1.120, 1.213, 0.135)  0.165
H (-0.766, -1.602, 0.166)  0.397

***

Version three
A single C2H3NS molecule, computed with wB97M-V/def2-TZVPD.

Lowest unoccupied orbital energy in Ha: 0.0152
M in u: 73.1
HOMO level in eV: -7.99

Last column: natural (NBO) charge in e.
Atoms and positions in Å:
C (0.371, -0.719, 0.257)  -0.659
S (-1.334, -0.330, 0.078)  0.744
N (-0.577, 1.228, -0.023)  -0.703
C (0.654, 0.638, 0.150)  0.029
H (0.843, -1.624, 0.752)  0.241
H (-1.448, -0.466, -1.350)  0.141
H (1.490, 1.273, 0.136)  0.207

***

The energy of each structure relative to the most stable one, in hartree, is as follows: version one 0.0000; version two 0.0545; version three 0.0586.

***

Version one
A single CH3NO4 molecule, computed with wB97M-V/def2-TZVPD.

Lowest unoccupied orbital energy in Ha: 0.0212
M in u: 93.0
HOMO level in eV: -10.45

Last column: natural (NBO) charge in e.
Atoms and positions in Å:
O (1.056, 1.480, -1.569)  -0.400
N (-0.060, 1.095, -1.624)  0.517
O (-0.993, 1.447, -2.265)  -0.367
C (-0.222, 0.062, -0.396)  0.457
O (-0.284, 0.988, 0.575)  -0.706
O (0.815, -0.743, -0.344)  -0.668
H (-1.207, -0.586, -0.588)  0.167
H (-1.110, 1.159, 0.926)  0.498
H (1.614, -0.133, -0.220)  0.503

***

Version two
2 unconnected molecules or ions with the total composition CH3NO4, computed with wB97M-V/def2-TZVPD.

Lowest unoccupied orbital energy in Ha: 0.0112
M in u: 93.0
HOMO level in eV: -10.87

Last column: natural (NBO) charge in e.
Atoms and positions in Å:
O (-1.732, 1.005, 0.154)  -0.416
N (-2.425, 0.090, -0.219)  0.734
O (-3.592, 0.043, -0.304)  -0.313
O (-1.700, -1.077, -0.186)  -0.532
H (-0.685, -0.781, -0.027)  0.524
C (2.557, 0.230, 0.145)  0.284
O (1.833, -0.662, -0.232)  -0.524
H (2.535, 0.430, 1.199)  0.120
H (3.209, 0.722, -0.529)  0.124

***

The energy of each structure relative to the most stable one, in hartree, is as follows: version one 0.0000; version two 0.0601.

***

Version one
A gas-phase ion, C5H14N4 (charge +2), computed with wB97M-V/def2-TZVPD.

Lowest unoccupied orbital energy (alpha / beta) in Ha: -0.3127 / -0.2874
M in u: 130.2
Total charge: +2
HOMO level (alpha / beta) in eV: -16.33 / -15.68

Last column: natural (NBO) charge in e.
Atoms and positions in Å:
C (-0.847, -0.023, 1.082)  0.378
C (0.778, 0.545, -0.714)  -0.268
C (-0.849, -2.397, 0.785)  0.029
C (0.649, 0.197, 0.818)  -0.108
C (0.424, -0.571, -2.767)  -0.482
N (0.487, -0.566, -1.413)  -0.299
N (-1.409, -1.274, 0.830)  -0.427
N (-1.581, 1.117, 1.310)  -0.730
N (1.258, 1.311, 1.630)  -0.730
H (0.019, 1.470, -0.781)  0.203
H (1.747, 0.938, -0.962)  0.229
H (-1.343, -3.342, 0.466)  0.274
H (0.227, -2.380, 0.993)  0.205
H (1.119, -0.750, 1.009)  0.253
H (0.524, 0.434, -3.080)  0.204
H (1.379, -1.152, -3.158)  0.285
H (-0.384, -1.254, -3.173)  0.271
H (-2.360, -1.147, 0.651)  0.441
H (-1.181, 1.959, 1.586)  0.406
H (-2.530, 1.062, 1.532)  0.430
H (0.771, 1.814, 2.515)  0.492
H (1.417, 2.101, 0.914)  0.463
H (2.231, 0.994, 1.836)  0.482

***

Version two
2 unconnected molecules or ions with the total composition C5H14N4, computed with wB97M-V/def2-TZVPD.

Lowest unoccupied orbital energy (alpha / beta) in Ha: -0.3817 / -0.3817
M in u: 130.2
Total charge: +2
HOMO level (alpha / beta) in eV: -17.89 / -17.89

Last column: natural (NBO) charge in e.
Atoms and positions in Å:
C (0.286, -0.714, 0.422)  0.197
C (3.790, 0.202, 0.273)  -0.511
C (-2.725, -1.496, 0.024)  -0.472
C (-0.118, 0.986, -1.148)  -0.412
C (-1.081, 1.181, 0.976)  -0.460
N (1.529, -0.576, 0.296)  0.062
N (2.602, -0.376, -0.182)  0.166
N (-1.854, -0.457, -0.564)  -0.391
N (-0.756, 0.313, -0.060)  -0.087
H (-0.226, -1.579, 0.913)  0.299
H (3.796, 0.409, 1.489)  0.259
H (4.719, -0.385, 0.062)  0.326
H (3.867, 1.132, -0.149)  0.297
H (-3.677, -1.516, -0.562)  0.284
H (-2.402, -2.456, -0.182)  0.219
H (-2.908, -1.440, 1.108)  0.245
H (0.150, 0.306, -1.868)  0.235
H (-0.737, 1.671, -1.677)  0.289
H (0.749, 1.483, -0.784)  0.224
H (-1.758, 0.789, 1.613)  0.254
H (-0.191, 1.625, 1.521)  0.267
H (-1.595, 2.117, 0.601)  0.289
H (-1.460, -1.221, -2.121)  0.419

***

The energy of each structure relative to the most stable one, in hartree, is as follows: version one 0.0000; version two 0.2143.

***

Version one
A single C3H5O2P molecule, computed with wB97M-V/def2-TZVPD.

Lowest unoccupied orbital energy in Ha: 0.0081
M in u: 104.0
HOMO level in eV: -9.24

Last column: natural (NBO) charge in e.
Atoms and positions in Å:
O (-0.887, 2.015, 0.781)  -0.528
C (-0.691, 1.078, 0.017)  0.287
P (-2.252, 0.193, -0.437)  0.208
C (0.406, 0.675, -0.716)  -0.090
C (1.784, 0.349, 0.009)  -0.025
O (1.698, 1.374, -0.907)  -0.435
H (-1.949, -1.058, 0.098)  -0.012
H (-2.981, 0.790, 0.608)  0.018
H (0.179, -0.026, -1.388)  0.195
H (1.974, 0.587, 1.125)  0.201
H (2.275, -0.545, -0.375)  0.180

***

Version two
2 unconnected molecules or ions with the total composition C3H5O2P, computed with wB97M-V/def2-TZVPD.

Lowest unoccupied orbital energy in Ha: 0.0199
M in u: 104.0
HOMO level in eV: -9.39

Last column: natural (NBO) charge in e.
Atoms and positions in Å:
O (0.971, -3.585, 1.873)  -0.496
C (0.120, -2.888, 1.576)  1.025
O (-0.785, -2.262, 1.208)  -0.526
C (-0.542, 2.348, -0.297)  -0.361
C (-0.342, 1.065, -0.523)  -0.471
P (1.207, 0.176, -0.528)  0.287
H (0.186, 2.816, 0.335)  0.194
H (-1.527, 2.773, -0.414)  0.202
H (-1.094, 0.481, -0.921)  0.193
H (1.303, 0.083, -1.943)  -0.014
H (0.503, -1.006, -0.364)  -0.033

***

The energy of each structure relative to the most stable one, in hartree, is as follows: version one 0.0866; version two 0.0000.

***

Version one
4 unconnected molecules or ions with the total composition C5H18O3, computed with wB97M-V/def2-TZVPD.

Lowest unoccupied orbital energy in Ha: 0.0113
M in u: 126.2
HOMO level in eV: -10.82

Last column: natural (NBO) charge in e.
Atoms and positions in Å:
C (-0.913, -1.053, 0.928)  -0.607
C (-1.266, 0.197, 0.136)  -0.397
C (-1.964, 1.271, 0.947)  -0.226
C (-2.363, 2.467, 0.052)  -0.602
C (-1.080, 1.811, 2.060)  -0.614
H (-0.247, -0.781, 1.738)  0.201
H (-1.786, -1.561, 1.353)  0.202
H (-0.313, -1.757, 0.349)  0.197
H (-0.342, 0.632, -0.290)  0.202
H (-1.756, -0.054, -0.821)  0.203
H (-2.853, 0.697, 1.276)  0.192
H (-3.308, 2.906, 0.367)  0.210
H (-2.471, 2.060, -0.964)  0.204
H (-1.581, 3.224, 0.031)  0.207
H (-1.056, 1.118, 2.907)  0.204
H (-1.439, 2.771, 2.455)  0.212
H (-0.029, 1.895, 1.742)  0.209
O (2.357, 0.990, -1.877)  -0.927
H (2.873, 0.807, -2.673)  0.465
H (2.569, 0.127, -1.491)  0.462
O (2.245, -3.933, -0.859)  -0.946
H (1.299, -3.946, -0.687)  0.482
H (2.603, -3.490, -0.091)  0.473
O (3.476, -1.993, -2.475)  -0.984
H (3.289, -2.907, -2.204)  0.509
H (4.059, -1.495, -1.908)  0.467

***

Version two
4 unconnected molecules or ions with the total composition C5H18O3, computed with wB97M-V/def2-TZVPD.

Lowest unoccupied orbital energy in Ha: 0.0202
M in u: 126.2
HOMO level in eV: -10.35

Last column: natural (NBO) charge in e.
Atoms and positions in Å:
C (-1.423, 2.726, -0.202)  -0.626
C (-0.824, 2.015, 0.997)  -0.419
C (0.644, 1.530, 0.712)  -0.373
C (0.691, 0.430, -0.317)  -0.424
C (0.140, -0.813, 0.135)  -0.622
H (-1.742, 2.147, -1.109)  0.214
H (-2.360, 3.254, 0.199)  0.214
H (-0.768, 3.511, -0.616)  0.199
H (-0.796, 2.413, 2.034)  0.215
H (-1.485, 1.149, 1.021)  0.195
H (1.226, 2.369, 0.312)  0.201
H (0.978, 1.137, 1.754)  0.192
H (0.056, 0.747, -1.156)  0.209
H (1.821, 0.442, -0.629)  0.204
H (0.685, -1.782, -0.157)  0.210
H (0.007, -0.993, 1.191)  0.204
H (-0.873, -0.943, -0.186)  0.206
O (0.592, -3.203, -2.455)  -0.945
H (0.123, -3.440, -1.680)  0.472
H (0.663, -3.982, -3.048)  0.473
O (3.265, -0.728, -5.318)  -0.928
H (3.810, -0.668, -4.594)  0.461
H (2.911, -1.637, -5.279)  0.467
O (-2.622, -1.586, 6.203)  -0.953
H (-3.037, -2.446, 6.270)  0.475
H (-1.681, -1.649, 5.917)  0.478

***

The energy of each structure relative to the most stable one, in hartree, is as follows: version one 0.0000; version two 0.0428.